Entry 1:
This record from the OMol25 dataset describes a 3-piece molecular cluster, C5H9O2S overall at a distorted geometry. The level of theory is ωB97M-V/def2-TZVPD.

Results
Energy relative to the best compared isomer or geometry (same formula, charge and spin) (eV): 1.465
E_LUMO (spin up / spin down) (eV): 0.74 / -2.05
E (eV): -20257.8056
Gap between HOMO and LUMO (spin up / spin down) (eV): 10.188 / 7.007

```
! wB97M-V def2-TZVPD RIJCOSX def2/J DEFGRID3
* xyz 0 2
O 1.607 -3.584 0.129
C 1.839 -2.940 -0.818
O 2.090 -2.699 -1.931
C 0.726 -0.874 -0.106
C -0.434 -0.897 -1.048
C -0.641 -1.204 0.425
S -1.285 2.085 0.539
C -0.834 3.730 1.098
H 1.077 0.157 -0.068
H 1.651 -1.474 -0.267
H -0.612 0.008 -1.593
H -0.708 -1.728 -1.685
H -1.339 -0.485 0.834
H -0.983 -2.195 0.647
H 0.152 3.631 1.547
H -1.431 3.988 1.982
H -0.874 4.482 0.316
*
```

Entry 2:
This record from the OMol25 dataset describes one molecule with the formula C5H9O3 at a distorted geometry. The level of theory is ωB97M-V/def2-TZVPD.

Results
Energy relative to the best compared isomer or geometry (same formula, charge and spin) (eV): 2.770
E_LUMO (spin up / spin down) (eV): 0.61 / -0.01
E (eV): -11469.1129
Gap between HOMO and LUMO (spin up / spin down) (eV): 8.193 / 9.669

```
! wB97M-V def2-TZVPD RIJCOSX def2/J DEFGRID3
* xyz 0 2
O 3.829 1.985 -0.659
C 2.650 1.789 -0.437
C 2.142 0.540 0.184
O 0.435 0.483 0.315
C -0.357 0.295 -0.702
C -1.100 -0.994 -0.807
O -2.395 -0.974 -0.236
C -2.406 -0.962 1.172
H 1.882 2.546 -0.711
H 2.410 -0.354 -0.396
H 2.485 0.429 1.219
H -0.588 1.137 -1.371
H -1.236 -1.233 -1.872
H -0.491 -1.797 -0.350
H -3.443 -1.112 1.495
H -1.778 -1.775 1.578
H -2.041 -0.004 1.577
*
```

Entry 3:
This record from the OMol25 dataset describes one molecule with the formula C5H9O3 at a distorted geometry. The level of theory is ωB97M-V/def2-TZVPD.

Results
Energy relative to the best compared isomer or geometry (same formula, charge and spin) (eV): 5.673
E_LUMO (spin up / spin down) (eV): 0.83 / -0.42
E (eV): -11466.2096
Gap between HOMO and LUMO (spin up / spin down) (eV): 9.343 / 9.065

```
! wB97M-V def2-TZVPD RIJCOSX def2/J DEFGRID3
* xyz 0 2
C -3.048 0.728 0.608
O -2.162 0.945 -0.417
C -1.533 -0.254 -0.850
C -0.778 -0.872 0.321
O 0.560 -1.100 -0.017
C 1.388 0.034 -0.059
C 2.825 -0.411 -0.125
O 3.744 0.356 -0.280
H -2.774 0.615 1.662
H -3.997 1.253 0.463
H -0.966 -0.023 -1.760
H -2.302 -0.976 -1.175
H -1.932 -1.073 0.943
H 1.252 0.657 0.844
H 1.180 0.705 -0.909
H 2.993 -1.507 -0.014
H -0.660 -0.387 1.307
*
```

Entry 4:
This record from the OMol25 dataset describes C5H9O3Yb as an isolated structure at a distorted geometry. The level of theory is ωB97M-V/def2-TZVPD.

Results
Energy relative to the best compared isomer or geometry (same formula, charge and spin) (eV): 0.000
E_LUMO (spin up / spin down) (eV): -8.46 / -11.42
E (eV): -42984.1510
Gap between HOMO and LUMO (spin up / spin down) (eV): 9.493 / 6.282

```
! wB97M-V def2-TZVPD RIJCOSX def2/J DEFGRID3
* xyz 2 2
O -0.874 0.950 0.969
C -0.941 2.370 0.944
O -1.656 2.643 -0.051
Yb -1.803 0.867 -1.210
O -0.408 -0.713 -2.235
C 0.691 -0.937 -2.756
C -0.217 0.278 2.052
H 0.735 -0.112 1.671
H -0.007 1.031 2.822
C -1.096 -0.834 2.576
H -2.040 -0.434 2.971
H -1.315 -1.564 1.785
H -0.572 -1.356 3.388
C 1.925 -0.191 -2.454
H 0.805 -1.903 -3.279
H 2.416 0.061 -3.406
H 2.605 -0.874 -1.918
H 1.751 0.718 -1.869
*
```

Entry 5:
This record from the OMol25 dataset describes one molecule with the formula C5H9O5P at a distorted geometry. The level of theory is ωB97M-V/def2-TZVPD.

Results
Energy relative to the best compared isomer or geometry (same formula, charge and spin) (eV): 0.639
E_LUMO (eV): -0.06
E (eV): -24857.2978
Gap between HOMO and LUMO (eV): 9.924

```
! wB97M-V def2-TZVPD RIJCOSX def2/J DEFGRID3
* xyz 0 1
C 1.311 0.757 0.505
C 1.049 -0.484 -0.492
C 1.228 2.063 -0.152
C 2.290 -1.181 -0.896
C -2.962 -1.347 1.144
O 1.797 0.537 1.556
O -0.054 -0.874 -0.760
O -1.663 1.289 -1.368
O -0.934 0.775 1.068
O -2.617 -0.742 -0.130
P -1.550 0.398 -0.214
H 0.159 2.355 -0.475
H 1.798 1.990 -1.123
H 1.386 3.009 0.535
H 2.793 -1.626 -0.089
H 2.854 -0.451 -1.568
H 2.235 -2.083 -1.532
H -3.899 -0.800 1.371
H -2.074 -1.120 1.757
H -3.145 -2.466 0.862
*
```

Entry 6:
This record from the OMol25 dataset describes an isolated ion of composition C5H9O5S and charge -1. The level of theory is ωB97M-V/def2-TZVPD.

Results
Energy relative to the best compared isomer or geometry (same formula, charge and spin) (eV): 0.000
SMILES: O=C([O-])CCCCS(=O)(=O)O
E_LUMO (eV): 2.83
E (eV): -26405.1298
Gap between HOMO and LUMO (eV): 7.016

```
! wB97M-V def2-TZVPD RIJCOSX def2/J DEFGRID3
* xyz -1 1
O 3.269 -0.175 0.736
C 2.413 0.730 0.735
O 2.248 1.639 1.579
C 1.428 0.725 -0.459
C 1.096 -0.681 -0.961
C -0.291 -1.223 -0.546
C -0.818 -0.678 0.801
S -2.250 0.332 0.610
O -3.354 -0.519 0.246
O -2.445 1.222 1.716
O -1.847 1.193 -0.667
H 1.942 1.266 -1.258
H 0.546 1.311 -0.220
H 1.859 -1.379 -0.633
H 1.126 -0.684 -2.054
H -1.031 -1.078 -1.329
H -0.208 -2.304 -0.431
H -1.216 -1.503 1.388
H -0.058 -0.177 1.396
H -2.410 1.982 -0.649
*
```

Entry 7:
This record from the OMol25 dataset describes a 2-piece molecular cluster, C5H9O6 overall at a distorted geometry. The level of theory is ωB97M-V/def2-TZVPD.

Results
Energy relative to the best compared isomer or geometry (same formula, charge and spin) (eV): 1.241
E_LUMO (spin up / spin down) (eV): -0.45 / -0.84
E (eV): -17606.8144
Gap between HOMO and LUMO (spin up / spin down) (eV): 7.759 / 8.571

```
! wB97M-V def2-TZVPD RIJCOSX def2/J DEFGRID3
* xyz 0 2
C 0.670 1.678 -0.319
C 0.833 0.158 -0.212
C 1.066 -0.332 1.225
O 2.413 -0.057 1.516
O 2.266 1.368 2.039
C -1.435 -0.405 -0.328
C -1.299 -1.842 -0.251
O -1.382 -2.434 0.797
O -1.771 0.126 -1.447
O -2.080 1.622 -1.194
O 1.182 -0.531 -1.205
H 0.068 2.124 0.479
H 1.714 2.030 -0.241
H 0.260 1.975 -1.289
H 0.347 0.054 1.958
H 1.050 -1.407 1.220
H 3.204 1.474 2.316
H -1.473 0.185 0.647
H -1.223 -2.253 -1.288
H -2.532 1.790 -2.046
*
```

Entry 8:
This record from the OMol25 dataset describes a 3-piece molecular cluster, C5H9OP overall at a distorted geometry. The level of theory is ωB97M-V/def2-TZVPD.

Results
Energy relative to the best compared isomer or geometry (same formula, charge and spin) (eV): 4.180
SMILES: CP=O.C#C.C=C
E_LUMO (eV): 0.02
E (eV): -16662.7100
Gap between HOMO and LUMO (eV): 8.750

```
! wB97M-V def2-TZVPD RIJCOSX def2/J DEFGRID3
* xyz 0 1
C 1.473 -1.307 2.698
C 1.235 -0.861 3.783
C -1.174 -1.123 -2.035
C -0.121 1.775 0.385
C -1.073 -0.091 -2.825
O 1.760 0.217 -0.537
P 0.424 -0.021 0.077
H 1.825 -2.106 2.021
H -0.658 -2.010 -2.051
H 0.947 -0.131 4.562
H -1.974 -0.994 -1.249
H 0.242 1.725 1.510
H 0.464 2.437 -0.201
H -1.224 2.006 0.302
H -1.631 0.768 -2.692
H -0.515 -0.284 -3.748
*
```

Entry 9:
This record from the OMol25 dataset describes C5H9OS2 as an isolated structure at a distorted geometry. The level of theory is ωB97M-V/def2-TZVPD.

Results
Energy relative to the best compared isomer or geometry (same formula, charge and spin) (eV): 0.000
E_LUMO (eV): 3.42
E (eV): -29049.1247
Gap between HOMO and LUMO (eV): 6.803

```
! wB97M-V def2-TZVPD RIJCOSX def2/J DEFGRID3
* xyz -1 1
C -1.804 -0.063 -0.505
C -0.090 -0.858 1.556
C 0.457 -1.350 -0.872
C -0.212 2.386 0.177
C 0.006 -0.325 0.158
O -1.805 -0.184 -1.690
S -2.968 0.303 0.562
S 0.972 1.086 -0.229
H -0.679 -1.792 1.532
H -0.633 -0.129 2.204
H 0.917 -1.172 1.926
H -0.157 -2.251 -0.988
H 0.392 -0.966 -1.857
H 1.558 -1.411 -0.831
H -0.948 1.659 0.569
H -0.640 2.868 -0.744
H 0.031 3.141 0.954
*
```

Entry 10:
This record from the OMol25 dataset describes C5O5S4SbTc as an isolated structure. The level of theory is ωB97M-V/def2-TZVPD.

Results
Energy relative to the best compared isomer or geometry (same formula, charge and spin) (eV): 0.000
E_LUMO (eV): -10.18
E (eV): -67477.2193
Gap between HOMO and LUMO (eV): 5.791

```
! wB97M-V def2-TZVPD RIJCOSX def2/J DEFGRID3
* xyz 2 1
Tc 0.047 1.481 0.426
O -0.098 -5.449 -2.147
C -0.071 -4.417 -1.724
C -1.633 -2.140 -0.760
O -2.513 -2.782 -0.997
C -0.689 -1.129 -0.411
C 0.685 -1.148 -0.434
O 1.296 -0.066 -0.051
C 1.588 -2.183 -0.817
O 2.440 -2.855 -1.073
O -1.258 -0.031 -0.010
S 2.133 5.389 2.121
Sb 0.031 4.907 2.170
S 0.083 2.137 2.422
S 0.047 2.974 -0.932
S -2.087 5.312 2.216
*
```

Entry 11:
This record from the OMol25 dataset describes a 12-piece molecular cluster, C60H110F12N20P2 overall at a distorted geometry. The level of theory is ωB97M-V/def2-TZVPD.

Results
E_LUMO (eV): -13.90
E (eV): -144918.6351
Gap between HOMO and LUMO (eV): 9.259

```
! wB97M-V def2-TZVPD RIJCOSX def2/J DEFGRID3
* xyz 8 1
C -26.952 -1.599 13.760
C -27.435 -2.583 12.679
N -27.717 -3.928 13.261
C -28.629 -4.345 14.216
C -28.405 -5.672 14.410
N -27.250 -5.994 13.730
C -26.933 -4.963 12.929
C -26.589 -7.291 13.767
H -27.703 -1.245 14.463
H -26.506 -0.726 13.283
H -26.186 -2.054 14.396
H -26.699 -2.859 11.934
H -28.359 -2.258 12.200
H -29.454 -3.705 14.484
H -28.810 -6.411 15.082
H -26.057 -4.880 12.312
H -26.510 -7.733 12.780
H -27.126 -8.001 14.400
H -25.691 -7.174 14.377
C -23.763 -8.973 2.593
C -23.158 -8.318 3.817
N -23.671 -6.930 3.978
C -22.941 -5.775 4.040
C -23.797 -4.733 4.291
N -25.042 -5.289 4.308
C -24.964 -6.612 4.170
C -26.326 -4.611 4.546
H -23.428 -9.991 2.395
H -23.558 -8.386 1.699
H -24.839 -9.079 2.754
H -22.070 -8.340 3.836
H -23.458 -8.884 4.702
H -21.864 -5.756 4.031
H -23.569 -3.690 4.396
H -25.808 -7.266 4.295
H -26.859 -4.453 3.608
H -26.179 -3.693 5.105
H -27.036 -5.238 5.086
C -22.798 -0.086 18.022
C -21.897 -0.424 16.837
N -22.463 -1.522 16.015
C -22.905 -2.743 16.477
C -23.336 -3.403 15.370
N -23.198 -2.602 14.270
C -22.718 -1.402 14.714
C -23.696 -2.825 12.912
H -23.764 0.324 17.732
H -22.241 0.568 18.693
H -23.045 -0.917 18.689
H -20.913 -0.828 17.085
H -21.677 0.468 16.254
H -22.920 -2.885 17.545
H -23.747 -4.393 15.268
H -22.573 -0.570 14.048
H -22.826 -3.007 12.276
H -24.267 -1.977 12.551
H -24.217 -3.776 12.850
C -28.776 1.035 6.088
C -28.627 -0.209 5.202
N -29.451 -1.310 5.727
C -30.824 -1.363 5.599
C -31.261 -2.463 6.242
N -30.146 -3.111 6.717
C -29.041 -2.447 6.329
C -30.192 -4.298 7.559
H -29.812 1.297 6.294
H -28.206 1.870 5.683
H -28.315 0.881 7.070
H -27.599 -0.560 5.252
H -28.939 0.075 4.200
H -31.369 -0.597 5.071
H -32.262 -2.823 6.401
H -28.024 -2.754 6.493
H -31.213 -4.267 7.946
H -29.533 -4.207 8.417
H -30.178 -5.287 7.097
C -27.020 0.452 9.943
C -27.030 1.687 10.809
N -25.945 2.657 10.487
C -24.603 2.478 10.719
C -23.961 3.597 10.292
N -24.912 4.411 9.711
C -26.111 3.861 9.918
C -24.586 5.574 8.895
H -27.163 0.638 8.873
H -28.023 0.010 10.026
H -26.245 -0.279 10.159
H -26.923 1.506 11.878
H -27.989 2.197 10.727
H -24.200 1.662 11.293
H -22.939 3.928 10.369
H -27.033 4.367 9.675
H -23.947 6.222 9.494
H -25.442 6.129 8.526
H -23.989 5.211 8.059
C -25.501 -9.509 10.572
C -24.389 -9.955 11.543
N -24.168 -11.394 11.557
C -23.214 -12.070 10.827
C -23.199 -13.375 11.182
N -24.299 -13.527 12.017
C -24.916 -12.355 12.159
C -24.855 -14.790 12.477
H -25.370 -9.992 9.604
H -25.374 -8.461 10.284
H -26.466 -9.654 11.052
H -24.479 -9.603 12.572
H -23.426 -9.496 11.303
H -22.559 -11.450 10.237
H -22.574 -14.201 10.884
H -25.842 -12.230 12.694
H -24.882 -15.553 11.704
H -25.851 -14.632 12.886
H -24.277 -15.158 13.327
C -21.843 3.565 4.948
C -21.103 2.312 5.402
N -21.929 1.528 6.352
C -21.990 1.669 7.701
C -22.729 0.643 8.215
N -23.209 -0.053 7.109
C -22.737 0.543 5.986
C -24.025 -1.264 7.090
H -21.514 4.464 5.464
H -22.926 3.478 5.054
H -21.703 3.715 3.877
H -20.157 2.548 5.900
H -20.655 1.630 4.678
H -21.442 2.469 8.172
H -23.042 0.353 9.201
H -22.857 0.151 4.990
H -25.084 -1.009 7.116
H -23.724 -1.827 7.971
H -23.837 -1.878 6.214
C -30.206 -6.468 11.821
C -31.098 -5.262 12.095
N -32.527 -5.577 12.087
C -33.154 -6.306 13.072
C -34.459 -6.398 12.694
N -34.590 -5.820 11.450
C -33.395 -5.315 11.108
C -35.784 -5.829 10.638
H -29.309 -6.190 11.261
H -30.630 -7.232 11.161
H -29.900 -7.024 12.708
H -30.952 -4.537 11.293
H -30.837 -4.751 13.015
H -32.651 -6.726 13.925
H -35.322 -6.910 13.091
H -33.124 -4.921 10.142
H -35.619 -5.423 9.641
H -36.581 -5.212 11.054
H -36.164 -6.845 10.533
C -28.314 -8.037 8.660
C -29.276 -8.588 7.591
N -30.479 -9.249 8.115
C -30.530 -10.346 8.931
C -31.837 -10.555 9.257
N -32.559 -9.538 8.664
C -31.718 -8.706 8.052
C -34.009 -9.372 8.818
H -28.494 -7.012 8.994
H -27.315 -7.980 8.221
H -28.221 -8.648 9.559
H -28.746 -9.433 7.150
H -29.492 -7.803 6.874
H -29.650 -10.923 9.158
H -32.318 -11.226 9.949
H -31.878 -7.743 7.598
H -34.300 -9.743 9.796
H -34.445 -9.986 8.030
H -34.310 -8.339 8.666
C -21.570 -4.378 8.378
C -21.885 -5.289 9.531
N -21.729 -6.681 9.119
C -22.642 -7.410 8.370
C -22.007 -8.565 8.022
N -20.718 -8.522 8.510
C -20.575 -7.359 9.135
C -19.710 -9.586 8.530
H -22.435 -4.365 7.702
H -20.704 -4.535 7.736
H -21.527 -3.315 8.635
H -22.882 -5.051 9.906
H -21.268 -5.124 10.417
H -23.622 -7.009 8.167
H -22.376 -9.396 7.445
H -19.683 -6.894 9.529
H -19.457 -9.919 9.532
H -18.846 -9.206 7.985
H -20.019 -10.434 7.920
P -26.287 -4.148 9.094
F -25.394 -3.519 10.323
F -25.144 -3.891 7.969
F -25.635 -5.592 9.496
F -27.209 -4.791 7.928
F -27.547 -4.383 10.141
F -26.993 -2.737 8.756
P -30.891 -1.450 10.261
F -31.204 -2.151 11.712
F -31.775 -2.684 9.636
F -32.184 -0.544 10.574
F -30.763 -0.798 8.819
F -29.959 -0.335 11.020
F -29.500 -2.271 10.073
*
```